ORCA calculation (wB97M-V/def2-TZVPD) on a 19-piece molecular cluster, H39O19 overall.

Each line ends with the natural charge from an NBO analysis.
Atoms and positions in Å:
O 0.1371 4.2976 -2.1137  -0.94
H 0.9199 0.0028 -2.8176  0.49
H -0.1648 4.3678 -1.2085  0.47
O -0.9317 -1.5007 1.2771  -0.85
H -0.7259 -0.4522 1.1127  0.58
H -1.0816 -2.0063 0.3678  0.59
O -0.2753 -1.7241 3.7728  -0.99
H 0.6491 -1.8000 3.4756  0.50
H -0.3532 -1.8655 4.7730  0.48
O -0.9770 0.2921 -0.2949  -0.99
H -0.4787 0.0821 -1.0442  0.52
H -1.7236 -1.3499 1.8360  0.54
O -2.8106 1.4003 -2.5310  -0.91
H -3.3169 1.3129 -3.1683  0.44
H -3.3390 1.1321 -1.6843  0.47
O 1.5917 1.4102 -3.5231  -0.95
H 1.7238 1.1815 -4.4848  0.50
H 2.3874 1.9332 -3.2586  0.49
O 0.5372 -1.7471 -0.3929  -1.04
H 1.0104 -2.5777 0.1675  0.52
H 0.2729 -2.1107 -1.2451  0.50
O -0.0772 -0.2629 -2.7595  -1.01
H -0.6208 0.2918 -3.4683  0.52
O 2.2169 -2.2241 -2.3633  -0.98
H 1.7754 -3.0738 -2.7826  0.49
H 1.7266 -1.3888 -2.8196  0.48
O -1.8914 -3.4218 -1.2139  -0.96
H -2.6113 -3.8501 -0.8740  0.48
H 3.5142 -2.0740 -0.7018  0.51
O -0.4920 2.4191 3.3326  -0.94
H 0.1789 1.8121 3.6041  0.48
H -0.4464 3.2060 3.7198  0.48
O 3.0898 1.1975 0.6374  -0.97
H 3.2823 0.2848 0.5191  0.49
H 3.6434 1.6835 0.1264  0.47
O 1.8345 3.2418 2.3324  -0.95
H -2.2349 -2.8760 -1.9420  0.49
H 1.1128 4.1086 -2.2046  0.47
O -0.8925 2.6035 0.9224  -0.98
H -0.8233 3.5665 0.8802  0.48
H -1.2871 1.1303 -0.1477  0.51
O -4.2183 -1.8514 -0.6798  -0.98
H -5.0883 -1.5262 -1.0147  0.49
H -3.5706 -1.0415 -0.6020  0.49
O -3.4115 1.6101 1.6285  -0.99
H 1.8342 0.2491 2.2849  0.49
H -2.5705 1.9471 1.9296  0.50
O 1.4876 -0.6434 2.1416  -0.97
H -4.1863 2.1400 1.9814  0.49
H 1.5904 -1.0111 1.3596  0.48
O 3.4917 -1.2739 -0.2403  -0.95
H 3.2455 -0.6177 -0.7461  0.45
H 2.3403 2.4538 2.2040  0.49
O 1.2134 -4.1482 0.7163  -0.93
H 1.5632 -4.3055 1.4776  0.48
H 0.5196 -4.8017 0.4342  0.51
H 2.0119 3.8427 1.7437  0.46
H -0.3014 2.3255 1.5689  0.50

Results
Net charge   +1
Frontier orbital gap   10.629 eV
Energy relative to the best compared isomer or geometry (same formula, charge and spin)   678.1 kJ/mol

ORCA calculation (wB97M-V/def2-TZVPD) on a 2-piece molecular cluster, H3IN2 overall.

Each line ends with the Mulliken spin population.
Atoms and positions in Å:
N -0.0098 0.0781 -0.3237  0.30
N 0.9582 -0.0016 0.5184  0.74
I 1.4424 -3.1917 1.0158  0.97
H 0.2458 0.3404 -1.3133  0.00
H -0.8056 0.5505 -0.0004  0.01
H 0.7774 -0.1691 1.5200  -0.02

Results
Expectation value of S²   2.007
Net charge   0
Frontier orbital gap (spin up / spin down)   8.817 / 6.772 eV
2S+1   3
Energy relative to the best compared isomer or geometry (same formula, charge and spin)   0.0 kJ/mol

ORCA calculation (wB97M-V/def2-TZVPD) on one molecule with the formula H3IN2O2S.

Each line ends with the natural charge from an NBO analysis.
Atoms and positions in Å:
N 1.0996 1.2088 0.8491  -1.08
S -0.0006 0.5437 -0.0222  2.33
N 0.5641 -0.9778 -0.4783  -1.08
O -0.3247 1.2725 -1.1963  -0.93
O -1.3907 0.0986 0.7096  -0.91
I -3.2566 -0.6533 0.0139  0.50
H 1.2693 0.7288 1.7117  0.37
H 1.4907 -1.1201 -0.1109  0.40
H 0.5489 -1.1012 -1.4767  0.40

Results
Net charge   0
Frontier orbital gap   7.509 eV
SMILES   N=[S@](N)(=O)OI
Energy relative to the best compared isomer or geometry (same formula, charge and spin)   152.1 kJ/mol

ORCA calculation (wB97M-V/def2-TZVPD) on H3KN as an isolated structure.

Each line ends with the natural charge from an NBO analysis.
Atoms and positions in Å:
N -0.0083 -0.1273 0.3209  -1.15
H 0.6902 -0.8647 0.4585  0.39
H -0.9209 -0.5352 0.5476  0.39
H 0.1782 0.5948 1.0241  0.39
K 0.0607 0.9324 -2.3511  0.99

Results
Net charge   +1
Frontier orbital gap   11.169 eV

ORCA calculation (wB97M-V/def2-TZVPD) on a 3-piece molecular cluster, H3N2O overall.

Each line ends with the natural charge from an NBO analysis.
Atoms and positions in Å:
N -1.9254 0.5631 -0.1358  -0.36
N -2.0470 -0.5073 0.2697  -0.14
O 0.4953 1.0453 -0.1153  -0.99
H -0.4297 0.9283 0.1809  0.46
H -3.0770 -1.3657 -0.6076  -0.41
H 0.4360 0.7052 -0.9973  0.45

Results
Net charge   -1
Frontier orbital gap   6.131 eV
Energy relative to the best compared isomer or geometry (same formula, charge and spin)   97.3 kJ/mol

ORCA calculation (wB97M-V/def2-TZVPD) on an isolated ion of composition H3N2O and charge -1.

Each line ends with the Mulliken spin population.
Atoms and positions in Å:
N -0.5434 0.1324 0.1137  0.62
N 0.7797 -0.5585 0.1640  1.67
O 1.7593 0.2853 -0.1809  0.47
H -0.3833 1.0195 -0.3781  -0.13
H -0.6548 0.3960 1.0971  -0.28
H 0.7491 -1.4536 -0.7159  -0.35

Results
Expectation value of S²   2.006
Net charge   -1
Frontier orbital gap (spin up / spin down)   3.769 / 9.379 eV
2S+1   3
Energy relative to the best compared isomer or geometry (same formula, charge and spin)   188.7 kJ/mol

ORCA calculation (wB97M-V/def2-TZVPD) on a 2-piece molecular cluster, H3N2O2 overall.

Each line ends with the natural charge from an NBO analysis.
Atoms and positions in Å:
N 0.8372 0.7089 0.6184  -0.62
N -0.9559 0.0405 -0.7832  0.25
O -1.3330 -0.2754 0.3000  -0.48
O 0.3688 0.7560 -0.7008  -0.36
H -0.0099 0.4793 1.1897  0.36
H 1.6889 0.1470 0.7513  0.33
H -0.5961 -1.8563 -1.3753  -0.48

Results
Net charge   -1
Frontier orbital gap (spin up / spin down)   6.344 / 7.149 eV
Energy relative to the best compared isomer or geometry (same formula, charge and spin)   179.5 kJ/mol

ORCA calculation (wB97M-V/def2-TZVPD) on a 2-piece molecular cluster, H3N2O2P overall.

Each line ends with the natural charge from an NBO analysis.
Atoms and positions in Å:
N 1.1530 0.2097 -0.5185  -1.21
N -1.2961 -0.0165 0.0800  0.28
O -1.1196 1.1828 -0.0547  -0.40
O -2.3693 -0.4251 0.4415  -0.38
P 0.1448 -1.0724 -0.3309  0.93
H 1.4579 0.9643 0.0910  0.42
H 1.6210 0.5683 -1.3678  0.42
H 0.4084 -1.4112 1.6593  -0.06

Results
Net charge   0
Frontier orbital gap   9.388 eV
Energy relative to the best compared isomer or geometry (same formula, charge and spin)   493.3 kJ/mol

ORCA calculation (wB97M-V/def2-TZVPD) on H3N2O2P as an isolated structure.

Each line ends with the natural charge from an NBO analysis.
Atoms and positions in Å:
N 1.5483 -0.9093 -0.0602  -0.04
N -1.2923 0.7704 -0.1047  -1.17
O 0.8438 -0.2964 -1.1416  -0.67
O 0.8908 -0.1624 0.9818  -0.68
P 0.3694 1.0452 -0.1596  1.44
H 1.0898 -1.8009 -0.0949  0.32
H -1.5290 -0.1086 0.3326  0.40
H -1.9208 1.4619 0.2465  0.40

Results
Net charge   0
Frontier orbital gap   9.912 eV
Energy relative to the best compared isomer or geometry (same formula, charge and spin)   266.1 kJ/mol

ORCA calculation (wB97M-V/def2-TZVPD) on a 2-piece molecular cluster, H3N2O2P overall.

Each line ends with the natural charge from an NBO analysis.
Atoms and positions in Å:
N -0.7545 -1.3860 0.5110  -1.19
P -0.4429 0.1524 -0.1740  1.45
O -0.3967 -0.1387 -1.6285  -1.02
H -0.9637 -2.1868 0.0164  0.40
H -1.4592 -1.2862 1.3423  0.40
N 1.4390 -1.4014 1.2125  -0.04
O 1.9235 -1.4022 2.3350  -0.27
H 1.0482 -2.3824 0.8729  0.27

Results
Net charge   0
Frontier orbital gap (spin up / spin down)   9.347 / 9.346 eV
SMILES   NP=O.N=O
Energy relative to the best compared isomer or geometry (same formula, charge and spin)   290.8 kJ/mol

ORCA calculation (wB97M-V/def2-TZVPD) on a 3-piece molecular cluster, H3N2O4 overall.

Each line ends with the natural charge from an NBO analysis.
Atoms and positions in Å:
N 0.5701 -0.9340 -0.6083  -0.05
N -1.0850 1.1240 -0.9236  0.26
O -0.3486 0.4075 -1.6642  -0.49
O 0.7159 -0.2157 2.3558  -0.99
O -0.2228 -1.8828 -0.4398  -0.45
O -1.7473 2.1108 -1.3528  -0.52
H 0.3690 -0.2654 1.4030  0.52
H 1.0309 -1.0004 -1.4765  0.28
H 0.7178 0.6562 2.7064  0.46

Results
Net charge   -1
Frontier orbital gap   8.262 eV
Energy relative to the best compared isomer or geometry (same formula, charge and spin)   39.5 kJ/mol

ORCA calculation (wB97M-V/def2-TZVPD) on a 2-piece molecular cluster, H3N3 overall.

Each line ends with the natural charge from an NBO analysis.
Atoms and positions in Å:
N 1.2336 -1.3164 0.8083  -0.01
N 1.4721 -1.8388 1.7400  0.01
N -0.7609 0.5364 -0.6531  -1.08
H -1.0141 1.0508 -1.5109  0.36
H -1.1849 1.0354 0.1374  0.36
H 0.2543 0.5326 -0.5217  0.36

Results
Net charge   0
Frontier orbital gap   11.391 eV
SMILES   N#N.N
Energy relative to the best compared isomer or geometry (same formula, charge and spin)   5.2 kJ/mol

ORCA calculation (wB97M-V/def2-TZVPD) on a 2-piece molecular cluster, H3N3O2 overall.

Each line ends with the natural charge from an NBO analysis.
Atoms and positions in Å:
N -2.5305 0.8451 -0.1305  0.21
N 0.9270 0.2624 -0.2904  -0.63
N -0.2988 -0.0868 -0.6671  0.02
O -0.6671 -1.2846 0.0037  -0.59
O -3.2207 -0.0754 0.1310  -0.26
H 1.4398 -0.1663 0.4565  0.38
H 1.4098 0.9735 -0.8125  0.39
H -1.5469 -1.5179 -0.4111  0.49

Results
Net charge   0
Frontier orbital gap (spin up / spin down)   8.015 / 8.335 eV
Energy relative to the best compared isomer or geometry (same formula, charge and spin)   160.7 kJ/mol

ORCA calculation (wB97M-V/def2-TZVPD) on a 2-piece molecular cluster, H3N3O2 overall.

Each line ends with the natural charge from an NBO analysis.
Atoms and positions in Å:
N -1.4056 -0.2392 -0.1093  -0.61
N -0.1874 0.4396 0.0156  -0.26
N 0.9955 -0.0453 0.1072  0.59
O 1.1489 -1.2262 0.0007  -0.41
O 1.8297 0.8826 0.2006  -0.47
H -1.3691 -0.6919 -0.9712  0.36
H -1.4356 -0.9519 0.7098  0.37
H 0.4236 1.8323 0.0467  0.44

Results
Net charge   0
Frontier orbital gap   10.667 eV
Energy relative to the best compared isomer or geometry (same formula, charge and spin)   272.5 kJ/mol

ORCA calculation (wB97M-V/def2-TZVPD) on one molecule with the formula H3N3O2S.

Each line ends with the natural charge from an NBO analysis.
Atoms and positions in Å:
N 0.9672 -1.0440 -0.1246  -0.60
N 0.4397 0.1526 0.0395  0.41
N -0.9575 0.2854 0.3216  -0.05
O 1.2117 1.1012 0.1476  -0.45
O -1.4377 1.5837 0.2498  -0.47
S -1.9207 -1.0705 0.1930  -0.16
H 0.4786 -1.8701 -0.3365  0.43
H 1.9557 -1.1203 -0.1988  0.41
H -0.7370 1.9821 -0.2915  0.48

Results
Net charge   0
Frontier orbital gap (spin up / spin down)   7.852 / 7.170 eV
Energy relative to the best compared isomer or geometry (same formula, charge and spin)   320.5 kJ/mol

ORCA calculation (wB97M-V/def2-TZVPD) on a 2-piece molecular cluster, H3N3O2S overall.

Each line ends with the natural charge from an NBO analysis.
Atoms and positions in Å:
N -3.1214 1.9684 1.5166  -0.13
N -3.9471 1.9665 0.7267  0.43
O -4.6197 2.0141 -0.1862  -0.31
N -0.8090 -0.3669 -0.4277  -0.97
S 0.6878 -0.8209 -0.9519  0.65
O 0.6181 -2.2466 -0.0554  -0.87
H -0.5961 -0.0588 0.4886  0.38
H -1.2759 -1.2750 -0.5679  0.36
H -0.2390 -2.6007 -0.1005  0.45

Results
Net charge   0
Frontier orbital gap   9.322 eV
SMILES   N#[N+][O-].NSO
Energy relative to the best compared isomer or geometry (same formula, charge and spin)   64.6 kJ/mol

ORCA calculation (wB97M-V/def2-TZVPD) on a 2-piece molecular cluster, H3NO2S2 overall.

Each line ends with the natural charge from an NBO analysis.
Atoms and positions in Å:
N 0.0660 -0.3642 -1.0224  -0.38
O -0.3121 -0.7501 1.4631  -0.89
O 0.9882 0.6175 -0.9992  -0.66
S -0.6066 2.0348 1.8779  -0.22
S 0.5129 0.4635 1.8790  1.03
H 0.4016 -1.2482 -1.6361  0.35
H -0.7569 -0.0150 -1.4586  0.37
H -0.2932 -0.7383 -0.1038  0.40

Results
Net charge   0
Frontier orbital gap (spin up / spin down)   7.097 / 7.097 eV
Energy relative to the best compared isomer or geometry (same formula, charge and spin)   174.7 kJ/mol

ORCA calculation (wB97M-V/def2-TZVPD) on H3NO2Si as an isolated structure.

Each line ends with the natural charge from an NBO analysis.
Atoms and positions in Å:
N 0.9533 0.2010 0.4713  0.25
O 1.3905 1.1569 1.1231  -0.39
O 1.6030 -0.8176 0.4111  -0.38
Si -0.7631 0.0241 -0.3339  0.99
H -0.6089 -1.3817 -1.4377  -0.12
H -1.6196 -0.4830 0.5946  -0.17
H -0.9551 1.3004 -0.8284  -0.17

Results
Net charge   0
Frontier orbital gap   10.860 eV
Energy relative to the best compared isomer or geometry (same formula, charge and spin)   117.8 kJ/mol

ORCA calculation (wB97M-V/def2-TZVPD) on a 2-piece molecular cluster, H3NO3Si overall.

Each line ends with the natural charge from an NBO analysis.
Atoms and positions in Å:
N 1.3150 1.1486 -0.5197  0.79
O 2.1159 1.7049 0.1563  -0.21
O 1.1055 0.7771 -1.5439  -0.16
O 0.1421 0.4606 0.7600  -0.98
Si -0.8943 -0.7318 0.3921  1.22
H -2.1749 -0.3939 -0.3322  -0.23
H -0.1850 -1.5899 -0.4693  -0.24
H -1.4243 -1.3755 1.5568  -0.19

Results
Net charge   0
Frontier orbital gap   9.230 eV
Energy relative to the best compared isomer or geometry (same formula, charge and spin)   327.8 kJ/mol